A molecular structure, C14H21AuN6OS. Source: the Open Molecules 2025 dataset; level of theory: the ωB97M-V functional and the def2-TZVPD basis.

ΔE to the lowest compared entry with this formula, charge and spin: 10.27 kJ/mol
LUMO energy: 0.1 eV
Max |F|: 0.9 eV/A
Highest occupied orbital energy: -7.00 eV
Energy: -1483.75570 Ha

Each line ends with the natural charge from an NBO analysis.
Geometry (Å):
Au 0.01729 1.56238 -1.34644  0.55
S -1.13191 3.07951 0.06257  -0.31
C 0.18389 2.98503 1.18387  0.07
C 0.12513 3.49772 2.48942  -0.28
C 1.17009 3.23791 3.34987  -0.16
C 2.27512 2.51594 2.90149  -0.31
C 2.28283 2.10674 1.58149  0.05
N 1.26917 2.32756 0.74732  -0.53
H -0.75093 4.04863 2.80142  0.22
H 1.12531 3.58011 4.37665  0.21
H 3.09882 2.27934 3.56055  0.21
H 3.12356 1.56543 1.15840  0.19
N 4.47736 0.97937 -4.28406  -0.79
C 3.44924 0.35385 -3.64934  0.34
C 2.29263 1.04665 -3.25523  -0.03
N 1.31693 0.43295 -2.60047  -0.44
C 1.46535 -0.87250 -2.32369  -0.06
C 2.60290 -1.53934 -2.73347  0.02
N 3.59425 -0.94522 -3.39002  -0.43
H 4.36333 1.89885 -4.66654  0.40
H 5.23557 0.40762 -4.60908  0.41
H 2.16095 2.09657 -3.47927  0.21
H 0.66559 -1.33994 -1.77074  0.25
H 2.72899 -2.59710 -2.53760  0.20
C -2.35033 -3.48855 1.17328  -0.41
N -1.49340 -2.31047 1.22383  -0.48
C -0.08440 -2.63213 1.34857  -0.40
C -1.78578 -1.25345 0.35898  0.81
O -0.93938 -0.82445 -0.42484  -0.71
N -3.05160 -0.76708 0.44879  -0.44
C -3.85937 -0.84646 1.65062  -0.41
C -3.53080 0.19592 -0.52650  -0.41
H -1.90193 -4.25581 0.53084  0.19
H -3.32261 -3.23358 0.76109  0.21
H -2.48641 -3.91115 2.17111  0.20
H 0.05709 -3.23497 2.24581  0.20
H 0.49011 -1.71324 1.43859  0.23
H 0.28997 -3.19232 0.48259  0.18
H -3.34801 -1.40668 2.42623  0.22
H -4.82472 -1.31371 1.43654  0.19
H -4.04753 0.16537 2.02069  0.20
H -2.89218 0.16918 -1.40468  0.24
H -3.50449 1.20869 -0.12479  0.21
H -4.55566 -0.06318 -0.80385  0.19

Atoms 1-3, force components in eV/Å:
-0.3 0.5 -0.6
-0.2 -0.1 -0.4
0.3 -0.1 0.2